ORCA calculation (ωB97M-V/def2-TZVPD) on a 11-piece molecular cluster, C77H153Cl7N8O8 overall at a distorted geometry.

Structure (XYZ):
```
253
Properties=species:S:1:pos:R:3:forces:R:3
C -0.7804 -4.3082 -6.2097 -0.543 0.386 -0.055
C -0.6506 -4.7306 -4.7424 0.095 0.034 0.237
C -1.3177 -3.6958 -3.9016 -0.775 1.548 1.951
C -1.3926 -4.0804 -2.4061 -0.529 -1.546 -0.354
C -2.2360 -5.3976 -2.2746 -0.037 2.001 -0.778
C -1.7069 -6.5401 -3.1479 -1.672 -1.274 0.699
N -1.3573 -6.0620 -4.5329 3.228 -3.786 -1.771
O -0.7792 -7.1946 -5.3440 -2.256 4.815 3.121
C -0.6932 -7.2884 -2.3007 1.332 -1.049 -1.260
C -2.8871 -7.5839 -3.3152 -0.536 1.272 -0.136
C 0.8171 -4.7392 -4.3066 0.514 -1.002 -0.552
H -0.4123 -3.2961 -6.3777 0.750 -0.051 0.317
H -1.8332 -4.1095 -6.4105 -0.273 -0.717 -0.156
H -0.3556 -4.9748 -6.9602 -0.060 -0.118 0.299
H -0.8023 -2.7353 -3.9022 0.773 -0.100 -0.508
H -2.2734 -3.3557 -4.3003 -0.556 -0.640 0.184
H -1.6939 -3.2785 -1.7320 -0.772 0.055 -0.359
H -0.4333 -4.3366 -1.9565 0.530 0.065 -0.521
H -3.2378 -5.2122 -2.6620 -0.262 0.350 0.517
H -2.2426 -5.6111 -1.2057 -0.335 -0.663 -0.226
H 0.1224 -6.6806 -1.9091 -0.001 -0.053 0.028
H -1.1372 -7.9211 -1.5322 -0.422 0.815 0.384
H -0.3092 -8.0922 -2.9290 0.711 0.181 -0.268
H -3.1378 -8.0039 -2.3411 0.316 -0.327 -0.062
H -3.7997 -7.0455 -3.5707 -0.039 0.276 -0.230
H -2.8022 -8.3328 -4.1025 0.676 -0.051 0.306
H 1.1676 -5.5817 -4.9027 1.122 0.307 -0.011
H 1.1389 -4.8830 -3.2752 -0.936 -0.643 0.259
H 1.3015 -3.7752 -4.4619 -0.116 -0.043 -1.020
C -7.0135 0.2404 -0.4966 -0.272 0.495 -1.189
C -6.1992 1.5703 -0.8623 1.690 -2.659 0.951
C -4.7386 1.2275 -0.3160 -0.044 1.231 0.712
C -3.6200 2.2185 -0.7379 -1.345 -1.653 3.091
C -3.5501 2.2952 -2.1556 0.025 0.756 -1.559
C -4.8637 2.6938 -2.8706 1.169 0.012 -0.107
N -5.9834 1.7657 -2.3345 -4.225 1.236 -3.002
O -7.2258 1.8512 -3.0893 4.848 -0.232 2.796
C -5.1687 4.2012 -2.7568 -0.532 -0.014 0.760
C -4.4724 2.5154 -4.3579 -1.761 -0.704 -0.864
C -6.8390 2.7422 -0.1231 1.423 -0.540 -0.759
H -7.2573 0.0861 0.5545 0.267 0.897 0.273
H -6.5144 -0.7014 -0.7247 0.292 0.220 -0.620
H -7.9723 0.2512 -1.0151 0.000 -0.031 -0.137
H -4.7187 1.2720 0.7729 -0.592 -0.155 0.261
H -4.4894 0.1917 -0.5465 0.062 0.055 -0.467
H -2.6524 1.8491 -0.3982 0.089 -0.162 0.480
H -3.7529 3.1742 -0.2309 -0.189 0.152 -0.137
H -3.2097 1.3279 -2.5250 0.047 -0.018 -0.355
H -2.7510 3.0322 -2.2357 0.021 0.268 -1.491
H -5.6188 4.5553 -1.8294 -0.220 -0.470 0.138
H -4.2633 4.8076 -2.7803 0.190 -0.258 -0.595
H -5.8615 4.4680 -3.5549 0.136 0.185 0.010
H -3.5476 3.0110 -4.6530 0.180 -0.052 0.640
H -4.4558 1.4782 -4.6929 0.380 -0.230 0.394
H -5.2171 2.9361 -5.0336 -0.288 0.221 0.181
H -6.0325 3.4745 -0.0845 -0.498 0.615 0.148
H -6.9927 2.3681 0.8891 -0.590 0.403 -0.079
H -7.6983 3.0672 -0.7096 -0.132 0.192 0.562
C 3.3396 5.2552 -3.3954 0.830 -0.797 0.555
C 2.4893 6.3843 -3.9839 0.070 -0.563 -0.984
C 2.5210 6.2194 -5.5505 0.768 -0.585 -0.281
C 1.5983 5.2118 -6.1672 -2.884 0.657 0.322
C 0.1500 5.4810 -5.6399 0.244 -1.981 0.590
C 0.0107 5.4513 -4.0925 0.703 1.306 -0.198
N 1.0671 6.3579 -3.5243 -0.297 0.825 5.345
O 0.9346 6.5849 -2.0812 0.493 -0.911 -5.739
C -1.3783 6.0921 -3.8487 0.424 -0.526 0.904
C 0.2324 4.0689 -3.4809 -1.308 -0.192 0.431
C 3.0863 7.7605 -3.7107 -0.100 0.009 0.435
H 4.3911 5.5338 -3.3264 0.066 0.431 -0.275
H 3.3756 4.3419 -3.9892 -0.377 0.014 -0.320
H 3.1458 4.9024 -2.3824 -0.691 0.469 0.117
H 2.4050 7.1460 -6.1127 -0.101 0.316 0.476
H 3.4774 5.8011 -5.8641 0.678 0.639 0.500
H 1.8904 4.1721 -6.0193 -0.018 0.034 0.145
H 1.4641 5.3984 -7.2327 0.699 -0.207 -0.186
H -0.4993 4.6467 -5.9056 0.040 -0.327 -0.361
H -0.3938 6.3047 -6.1023 0.662 0.574 0.219
H -1.8104 5.9471 -2.8586 0.442 -0.109 0.258
H -1.2419 7.1676 -3.9626 -0.374 -0.068 -0.369
H -2.1067 5.6346 -4.5181 0.058 0.336 -0.369
H 1.2360 3.6514 -3.5628 -0.185 0.078 -0.362
H -0.0404 4.0620 -2.4256 0.416 0.564 0.271
H -0.5491 3.3974 -3.8364 0.267 -0.360 -0.701
H 4.1430 7.8396 -3.9664 -0.105 -0.292 -0.856
H 3.1544 8.0456 -2.6609 -0.880 -0.085 0.120
H 2.4509 8.4070 -4.3161 0.412 0.682 0.416
C 2.1524 1.7621 0.6289 -0.589 -1.076 1.440
C 0.6701 1.6993 0.2652 0.267 2.570 -0.098
C 0.6284 1.2458 -1.2328 -1.344 -1.015 1.077
C 0.7863 -0.2812 -1.3668 -0.679 1.057 1.952
C -0.3465 -0.9720 -0.4327 1.308 0.810 -1.547
C -0.3739 -0.5969 1.0809 1.414 -0.364 -0.762
N -0.1037 0.8557 1.2519 0.034 1.085 3.711
O -0.0658 1.2533 2.6148 -0.063 -1.207 -5.153
C -1.7052 -1.0454 1.7029 0.600 0.773 0.084
C 0.7757 -1.4072 1.7134 0.344 -0.594 0.335
C 0.1050 3.2219 0.3739 -0.850 -1.972 -0.378
H 2.7167 2.3966 -0.0545 0.022 -0.146 0.247
H 2.5103 0.7345 0.6921 0.514 -0.027 -0.635
H 2.2052 2.0442 1.6805 0.274 0.705 -0.107
H -0.3652 1.4335 -1.6398 -0.163 0.451 -0.124
H 1.3584 1.7919 -1.8302 0.034 0.111 0.270
H 1.7690 -0.5444 -0.9754 0.103 -0.335 -0.215
H 0.7426 -0.4735 -2.4388 -0.281 -0.744 0.178
H -0.0929 -2.0261 -0.5449 -0.666 -0.185 0.312
H -1.3179 -0.7468 -0.8729 -0.126 -0.153 -0.118
H -2.5366 -0.5195 1.2336 -0.086 -0.121 -0.070
H -1.8068 -2.1263 1.6061 -0.061 0.084 -0.170
H -1.6968 -0.7880 2.7620 -0.041 -0.029 0.021
H 1.7743 -1.2227 1.3172 -0.132 0.370 -0.372
H 0.9071 -1.3354 2.7931 -0.495 0.348 0.076
H 0.5872 -2.4569 1.4883 -0.098 -0.162 0.083
H -0.8315 3.1833 -0.1823 -0.087 0.279 -0.427
H 0.7541 3.9769 -0.0697 0.159 -0.208 0.070
H -0.2564 3.5063 1.3622 0.735 -0.184 0.287
C 1.8177 8.8114 4.5451 -0.230 -1.463 0.474
C 2.0572 7.8553 3.3429 -1.653 1.018 -0.166
C 2.5291 8.8389 2.2258 -0.707 -0.331 1.796
C 2.8668 8.1398 0.9792 -0.026 -0.551 -0.653
C 3.9651 7.1049 1.2999 1.038 0.629 -1.837
C 3.8659 6.1775 2.5370 0.247 0.438 -1.253
N 3.1131 6.8382 3.5820 -2.536 -2.067 4.953
O 2.8530 6.0399 4.7642 1.214 2.885 -4.562
C 3.1650 4.8923 2.0521 0.232 -0.762 0.743
C 5.2940 5.8592 3.0655 -0.172 -0.060 -0.316
C 0.5795 7.3056 2.9035 1.714 0.732 -0.049
H 1.4022 8.3187 5.4241 0.401 -0.517 0.053
H 0.9800 9.4625 4.2954 0.524 0.546 -0.376
H 2.7477 9.2950 4.8440 -0.219 0.347 -0.124
H 1.7355 9.5821 2.1478 -0.042 -0.030 -0.324
H 3.3889 9.3830 2.6168 0.273 -0.025 -0.012
H 3.1093 8.9279 0.2663 0.860 -0.348 -0.331
H 1.9978 7.6849 0.5038 -0.179 -0.307 0.251
H 4.9398 7.5719 1.1584 0.212 0.829 1.306
H 4.1639 6.4799 0.4293 -0.893 -0.647 -0.134
H 3.5750 4.5131 1.1160 0.335 0.163 0.064
H 3.3659 4.1465 2.8212 -0.289 -0.249 -0.052
H 2.0863 4.9235 1.8991 0.006 0.515 0.203
H 5.3044 4.8685 3.5199 0.134 0.146 0.124
H 6.0301 5.8945 2.2624 -0.194 -0.378 -0.341
H 5.6878 6.6012 3.7602 -0.524 0.037 0.242
H 0.0245 8.1827 2.5707 0.120 0.182 -0.140
H -0.0537 6.8932 3.6890 0.598 -0.491 0.121
H 0.6973 6.6755 2.0219 -0.303 -0.321 0.259
C 3.7798 -3.2329 -2.8301 -0.828 0.670 -0.837
C 5.1965 -2.7421 -2.9103 3.747 -1.214 -0.394
C 6.0725 -3.6643 -3.9209 -0.372 -0.378 -0.887
C 5.8671 -3.3337 -5.3793 -0.565 1.321 -0.942
C 6.1946 -1.8489 -5.6038 -0.680 -0.304 0.558
C 5.4321 -0.7993 -4.7167 2.168 0.018 -0.821
N 5.4628 -1.3116 -3.2651 -1.690 4.142 2.138
O 5.1568 -0.3017 -2.2557 1.053 -4.279 -3.968
C 6.2940 0.5188 -4.9752 -0.227 -0.529 1.148
C 4.0579 -0.5358 -5.2799 -1.587 0.185 0.821
C 5.9599 -3.1215 -1.6561 -0.103 -0.138 1.847
H 3.1125 -2.4506 -2.4686 -0.031 0.100 -0.021
H 3.6172 -4.1029 -2.1940 0.462 -0.009 -0.032
H 3.5023 -3.4964 -3.8507 -0.495 -0.056 0.059
H 7.1399 -3.7038 -3.7034 0.149 1.132 0.236
H 5.9156 -4.7335 -3.7784 -1.060 -0.044 0.370
H 4.8660 -3.5673 -5.7415 -0.464 0.129 0.371
H 6.4573 -3.8015 -6.1672 0.552 -0.773 0.679
H 6.0024 -1.5892 -6.6448 0.066 0.123 -0.017
H 7.2692 -1.7812 -5.4341 0.046 0.352 0.099
H 6.0042 1.3418 -4.3219 -0.086 -0.123 0.103
H 7.3600 0.3311 -4.8463 -0.039 -0.122 0.367
H 6.2257 0.8836 -6.0001 -0.530 -0.370 -0.125
H 3.2968 -1.2438 -4.9518 0.183 -0.592 -0.222
H 3.6155 0.3831 -4.8952 0.395 0.377 0.156
H 4.0083 -0.4414 -6.3646 0.386 -0.238 0.021
H 7.0394 -2.9750 -1.6203 -0.068 0.466 -0.578
H 5.8400 -4.1998 -1.5513 -0.085 -0.093 0.073
H 5.5893 -2.7012 -0.7211 -0.348 0.274 -0.081
C -2.7818 -4.8666 1.6426 -1.146 1.182 -0.291
C -4.1846 -5.4776 1.9304 1.056 -2.267 -0.739
C -4.2940 -5.9963 3.3757 0.521 0.016 -0.570
C -4.6136 -4.9797 4.3790 -0.762 1.354 0.325
C -5.8580 -4.2404 3.9721 0.045 -0.298 -0.124
C -5.6995 -3.5112 2.5788 -1.302 1.242 1.329
N -5.3374 -4.5488 1.6159 0.842 0.155 -4.999
O -5.5176 -4.2797 0.2040 0.705 -0.789 5.638
C -7.0923 -2.8977 2.3596 -0.447 -0.145 0.067
C -4.7598 -2.2592 2.6899 1.693 -1.648 -0.641
C -4.1854 -6.8250 1.0734 -1.307 -0.002 -0.764
H -2.0958 -5.5476 1.1388 -0.082 -0.145 0.391
H -2.3330 -4.3926 2.5155 0.137 -0.149 0.066
H -3.0139 -4.0726 0.9327 0.416 0.182 -0.214
H -5.0608 -6.7697 3.4201 0.366 -0.396 -0.001
H -3.3009 -6.2614 3.7387 0.058 -1.294 -0.754
H -3.7825 -4.2754 4.4159 0.153 0.085 0.620
H -4.7919 -5.4956 5.3225 0.342 0.338 0.286
H -6.2070 -3.6461 4.8165 0.119 0.837 -0.446
H -6.6385 -4.9983 3.9048 -0.269 -0.063 -0.486
H -7.8814 -3.6484 2.3186 0.050 -0.172 0.445
H -7.1324 -2.2887 3.2627 -0.864 -0.012 0.003
H -7.3623 -2.2318 1.5400 1.013 -0.043 -0.392
H -5.0149 -1.4845 3.4130 -0.644 -0.113 -0.359
H -3.7551 -2.5604 2.9867 0.121 -0.322 0.431
H -4.5115 -1.9080 1.6883 -0.742 0.549 -0.085
H -5.1278 -7.3617 1.1823 -0.287 0.200 0.150
H -3.4470 -7.6061 1.2546 0.498 0.543 1.301
H -4.0404 -6.7930 -0.0065 -0.274 1.159 -0.199
C 1.4860 -3.6757 7.5830 0.288 -1.362 0.775
C 0.6098 -4.5649 6.6517 0.537 3.193 -0.244
C 1.0568 -4.1776 5.2487 0.527 0.225 -2.554
C 0.4469 -4.9798 4.0520 -0.850 0.802 2.082
C 0.8864 -6.3721 4.3609 -0.038 -0.261 -0.927
C 0.5413 -6.9133 5.8223 0.086 -1.470 -1.822
N 0.8282 -5.9768 6.8761 -0.695 -1.213 5.229
O 0.6288 -6.4694 8.2450 0.716 2.040 -5.639
C -0.9654 -7.3253 5.7814 0.326 -0.389 -0.192
C 1.4334 -8.1525 5.9253 0.756 -1.312 0.356
C -0.8129 -3.9919 6.8036 -0.300 -0.569 0.346
H 1.3003 -2.6028 7.6339 -0.683 -0.170 -0.434
H 2.5481 -3.7591 7.3526 0.046 -0.336 0.014
H 1.2904 -4.1145 8.5614 0.373 0.326 0.306
H 1.0335 -3.1112 5.0243 -1.039 0.333 0.664
H 2.1360 -4.2333 5.1065 0.405 -0.956 0.410
H 0.7155 -4.5583 3.0834 0.442 -0.300 0.017
H -0.6428 -5.0050 4.0500 -0.293 0.611 0.231
H 1.9208 -6.3471 4.0181 0.503 -0.712 0.983
H 0.4023 -7.0299 3.6391 -0.110 -0.518 0.252
H -1.0396 -8.3339 5.3749 0.138 0.041 -0.347
H -1.4748 -7.4295 6.7394 0.296 0.601 0.166
H -1.4903 -6.6612 5.0947 -0.304 0.029 0.289
H 1.4357 -8.7328 6.8480 -0.215 0.742 0.562
H 1.2091 -8.9710 5.2414 -0.719 0.449 -0.630
H 2.4762 -7.9649 5.6694 0.061 0.535 0.319
H -1.0867 -3.7257 7.8245 0.198 -0.406 0.208
H -1.5578 -4.6963 6.4334 -0.175 0.289 -0.216
H -0.8072 -3.0406 6.2715 -0.326 -0.205 -0.250
Cl -0.1518 4.6272 7.4865 -0.006 0.112 0.097
C -0.4750 2.9891 6.9124 0.492 -0.897 -0.667
C -1.0397 2.9702 5.5000 -0.778 0.135 -0.236
Cl -2.6544 3.7945 5.5317 0.211 -0.030 -0.276
H -1.0993 2.4531 7.6272 -0.271 0.337 -0.141
H 0.4726 2.4505 6.9062 0.145 0.135 -0.064
H -1.2562 1.9969 5.0597 0.128 -0.325 0.691
H -0.4259 3.4220 4.7207 0.115 0.537 0.485
Cl 8.1140 -0.1623 2.5555 0.280 -0.212 0.092
C 6.7398 -0.4180 1.4839 -0.275 0.271 -1.675
C 5.5826 0.4158 1.9068 -0.367 0.058 1.481
Cl 5.8878 2.1279 1.5487 -0.117 0.280 -0.040
H 6.4841 -1.4730 1.3854 0.141 0.045 0.299
H 6.9640 -0.0135 0.4969 0.626 -0.525 -0.138
H 5.5660 0.3145 2.9919 -0.622 0.292 0.064
H 4.6117 0.1595 1.4829 0.295 -0.184 -0.154
C -3.7929 6.8434 0.1709 -0.499 -0.170 -1.356
Cl -3.4984 8.3617 0.9783 0.633 -0.359 0.504
Cl -2.4699 5.6390 -0.0113 -0.223 1.008 0.323
Cl -4.3735 7.3428 -1.5041 0.176 -0.640 0.870
H -4.5795 6.3004 0.6949 0.004 0.315 -0.281
```
Positions in Å, forces in eV/Å.

Results
LUMO energy (spin up / spin down) = -0.10 / -0.80 eV
spin multiplicity = 9
highest occupied orbital energy (spin up / spin down) = -8.46 / -9.41 eV
total charge = 0

Atom charges from the Mulliken analysis, given in e for atoms 1 to 6: C -1.84; C 2.25; C -2.14; C -0.27; C -0.35; C 1.61